This record from the Open Molecules 2025 dataset describes a structure of composition C3H7NO2 at a distorted geometry. The level of theory is wB97M-V/def2-TZVPD.

```
13
Properties=species:S:1:pos:R:3:forces:R:3
C 0.86696 -0.30890 0.40971 2.44 -0.66 -0.80
N -0.03553 -0.00920 -0.60238 -1.15 0.27 1.05
C -1.06878 0.74814 0.09508 -0.29 -0.10 -1.11
C -2.24581 0.21567 0.37399 0.00 0.17 0.01
O 1.68676 0.44905 0.86359 -0.85 -0.15 0.48
O 0.85467 -1.64097 0.66354 -0.20 -0.12 0.17
H 1.55981 -1.86804 1.28528 0.04 0.27 -0.02
H 2.77776 0.85755 -1.37654 -0.84 -0.34 -1.24
H -0.42574 -0.87321 -0.97793 -0.02 0.23 0.19
H 2.32652 0.67955 -2.00016 0.92 0.36 1.14
H -0.79738 1.77349 0.29194 0.01 0.06 0.08
H -3.04967 0.80628 0.77652 -0.04 0.14 0.21
H -2.44958 -0.82941 0.19736 -0.02 -0.12 -0.17
```
Forces are in eV/Å.

Results
Total charge ... 0
E ... -323.69626 hartree
Highest occupied orbital energy ... -9.884 eV
Orbital gap ... 10.622 eV

Mulliken charges in e:
1. C 0.62
2. N -0.28
3. C -0.11
4. C -0.69
5. O -0.51
6. O -0.48
7. H 0.34
8. H -0.06
9. H 0.29
10. H 0.06
11. H 0.36
12. H 0.26
13. H 0.21